Record 1
98
Properties=species:S:1:pos:R:3:forces:R:3:mulliken_spin:R:1 method="wB97M-V/def2-TZVPD" spin_multiplicity=4 s_squared=3.7891 e_homo_ev="-12.5994 / -12.8027" total_charge=+2 orbital_gap_ev="5.5 / 5.6" relative_energy_ev=0.0000 max_force_ev_per_a=0.59
Tc -0.1229 -0.0822 -0.0445 -0.15 -0.03 0.19 2.569
Cl -3.6236 5.6946 -1.3092 -0.02 0.03 -0.02 0.001
C -2.5792 4.5418 -0.5904 0.04 0.14 0.15 0.000
C -2.4258 3.3137 -1.1983 0.05 -0.26 -0.19 0.011
C -1.5880 2.3610 -0.6266 -0.03 -0.07 -0.18 0.051
N -1.3507 1.0553 -1.1137 0.05 -0.21 0.07 0.117
C -1.9359 0.5207 -2.2699 0.24 -0.04 0.36 0.015
O -2.6134 1.0979 -3.0701 -0.16 0.20 -0.15 0.075
C -1.6487 -0.9535 -2.4022 0.11 0.14 0.23 0.012
C -2.1936 -1.6908 -3.4261 -0.10 -0.09 -0.16 -0.008
C -1.9693 -3.0606 -3.4515 -0.01 0.04 0.00 0.012
C -1.2213 -3.6367 -2.4344 -0.03 -0.13 -0.11 -0.008
C -0.7011 -2.8278 -1.4468 0.11 0.14 0.06 0.068
N -0.8909 -1.5026 -1.4365 -0.17 -0.36 -0.28 -0.086
C -0.9110 2.6485 0.5659 0.21 -0.13 0.10 0.042
C -1.0571 3.8907 1.1658 0.17 -0.10 0.14 -0.020
C -1.8878 4.8334 0.5916 -0.10 0.03 -0.14 0.030
Cl -2.0506 6.3569 1.3549 -0.02 0.06 0.02 0.007
N -0.1242 1.5725 1.0484 0.03 -0.09 0.17 0.109
C 0.5848 1.5855 2.2434 -0.12 -0.22 -0.45 -0.016
O 0.6797 2.4862 3.0306 0.03 0.26 0.19 0.055
C 1.2646 0.2589 2.5011 -0.15 0.08 -0.19 0.058
C 2.0491 0.0702 3.6183 0.11 0.03 0.15 -0.004
C 2.6120 -1.1774 3.8369 -0.01 0.03 0.00 0.010
C 2.3376 -2.2035 2.9406 0.08 -0.04 0.10 -0.004
C 1.5435 -1.9376 1.8478 -0.07 0.02 -0.18 0.044
N 1.0357 -0.7184 1.6092 0.32 -0.23 0.43 -0.125
H -2.9496 3.1053 -2.1153 -0.03 0.01 -0.03 0.003
H -2.7907 -1.1792 -4.1694 0.01 -0.03 0.01 0.000
H -2.3848 -3.6704 -4.2438 0.01 0.02 0.04 0.000
H -1.0452 -4.7046 -2.4011 -0.01 0.08 0.00 0.000
H -0.1205 -3.2425 -0.6338 0.00 0.00 0.01 -0.039
H -0.5341 4.1286 2.0755 0.01 0.01 0.05 0.002
H 2.1855 0.9067 4.2923 0.01 -0.05 -0.01 0.002
H 3.2364 -1.3555 4.7042 -0.04 0.00 -0.04 -0.004
H 2.7285 -3.2023 3.0876 0.00 0.05 -0.01 -0.001
H 1.3043 -2.7136 1.1302 0.01 0.03 0.00 -0.033
C -0.2901 -2.2873 5.4720 0.02 0.01 0.08 0.002
Ge -2.1914 -2.3769 5.0225 -0.09 -0.07 -0.19 -0.003
C -3.0027 -0.6081 5.0839 0.02 0.05 0.11 0.000
C -3.1584 -3.6511 6.1278 0.01 0.08 0.15 0.000
C -2.3326 -3.1281 3.1852 0.07 0.10 0.33 0.017
Se -2.1253 -1.9513 1.6467 -0.09 0.17 -0.47 0.052
C -3.8453 -1.0523 1.6868 -0.02 0.00 0.00 0.004
H -0.1585 -2.5309 6.5280 0.04 0.04 -0.05 0.000
H 0.1016 -1.2822 5.3027 -0.01 -0.08 0.00 0.000
H 0.2868 -3.0055 4.8840 -0.04 0.05 0.06 0.000
H -2.8535 -0.1808 6.0781 -0.02 0.00 -0.07 0.000
H -4.0774 -0.6666 4.9055 0.04 0.03 0.01 0.000
H -2.5493 0.0677 4.3547 -0.02 -0.02 0.03 0.000
H -3.1351 -3.3317 7.1724 -0.02 -0.06 -0.07 0.000
H -2.7237 -4.6493 6.0655 -0.02 0.03 -0.01 0.000
H -4.2016 -3.6995 5.8105 0.04 -0.03 0.03 0.000
H -3.3132 -3.5900 3.0588 0.03 -0.01 -0.13 0.002
H -1.5855 -3.9144 3.0657 -0.02 0.01 -0.07 0.002
H -3.9446 -0.4697 2.5951 0.01 0.04 0.01 -0.001
H -4.6338 -1.7969 1.6251 0.00 -0.03 -0.03 0.002
H -3.8939 -0.3950 0.8210 0.01 -0.01 -0.01 0.000
C 7.3605 1.5825 0.8510 -0.01 -0.04 -0.07 0.000
C 6.5594 1.2031 -0.3970 -0.04 0.07 0.11 0.000
C 5.0903 1.6219 -0.3241 0.07 -0.22 0.10 -0.003
C 4.2743 0.8677 0.7259 0.12 -0.03 -0.10 -0.009
N 4.0662 -0.5486 0.3502 0.13 0.28 0.04 -0.012
C 3.2255 -0.9757 -0.6004 -0.10 -0.07 0.16 0.055
Se 1.9406 0.1372 -1.4333 -0.24 0.32 -0.25 -0.048
N 3.4222 -2.2856 -0.8181 0.01 -0.13 -0.05 -0.016
C 2.8641 -3.0983 -1.9145 0.16 0.00 -0.03 -0.007
C 3.9358 -3.4707 -2.9417 0.02 0.18 0.05 0.000
C 4.5526 -2.2695 -3.6602 -0.15 -0.02 -0.06 0.001
C 3.5733 -1.5422 -4.5839 0.08 -0.08 0.02 0.002
C 4.4130 -2.7307 0.0575 -0.15 0.00 -0.14 -0.001
C 4.9335 -4.0027 0.2896 -0.02 -0.12 -0.03 0.001
C 5.8899 -4.1092 1.2769 -0.01 0.02 0.01 -0.002
C 6.3173 -2.9860 2.0107 0.02 -0.06 0.02 -0.002
C 5.7933 -1.7319 1.7856 0.05 0.06 0.08 0.001
C 4.8249 -1.6261 0.7903 0.01 0.07 0.02 0.001
H 8.4301 1.5756 0.6412 -0.04 -0.04 0.03 0.000
H 7.1959 0.8911 1.6807 -0.01 0.08 -0.01 0.000
H 7.0987 2.5864 1.1926 0.04 -0.01 -0.02 0.000
H 6.6324 0.1251 -0.5790 0.05 0.03 -0.05 0.000
H 7.0004 1.6915 -1.2663 0.00 -0.02 -0.02 0.000
H 4.6080 1.4836 -1.2939 -0.02 0.07 -0.04 0.000
H 5.0268 2.6853 -0.0823 -0.03 0.00 -0.01 -0.002
H 3.2970 1.3261 0.8463 -0.10 -0.01 0.04 0.006
H 4.7799 0.8733 1.6904 -0.07 -0.05 0.04 0.001
H 2.0779 -2.5115 -2.3837 -0.07 0.05 0.06 0.016
H 2.4217 -3.9965 -1.4805 -0.01 0.02 0.07 -0.002
H 3.4598 -4.1260 -3.6759 0.01 -0.03 0.04 0.000
H 4.7212 -4.0512 -2.4548 -0.03 -0.04 -0.02 0.000
H 5.3939 -2.6343 -4.2505 0.02 0.02 0.04 0.000
H 4.9738 -1.5705 -2.9273 0.04 -0.02 -0.04 -0.001
H 3.0516 -2.2537 -5.2305 0.04 0.05 0.02 0.000
H 4.0998 -0.8382 -5.2282 -0.02 0.00 0.03 0.000
H 2.8230 -0.9753 -4.0308 -0.04 -0.01 0.00 0.003
H 4.6014 -4.8702 -0.2687 0.05 0.08 0.04 0.000
H 6.3213 -5.0777 1.4950 0.00 0.05 -0.01 0.000
H 7.0754 -3.1124 2.7737 -0.04 -0.01 -0.05 0.000
H 6.1223 -0.8769 2.3615 -0.02 -0.05 -0.04 0.001

Record 2
91
Properties=species:S:1:pos:R:3:forces:R:3:mulliken_spin:R:1 method="wB97M-V/def2-TZVPD" spin_multiplicity=2 s_squared=0.7640 e_homo_ev="0.4315 / -0.8232" total_charge=-2 orbital_gap_ev="3.7 / 4.9" relative_energy_ev=0.2430 max_force_ev_per_a=1.63
K -0.3068 0.3749 -1.4181 0.60 -0.44 0.82 0.007
C -3.7190 -2.4761 -1.4808 0.06 0.03 0.02 -0.010
C -2.5497 -2.9090 -0.6394 0.01 -0.05 0.05 0.012
C -2.4681 -2.5833 0.7153 0.12 -0.10 0.02 -0.019
C -3.4957 -1.6799 1.3475 0.05 -0.09 0.00 0.012
C -1.4015 -3.0637 1.4849 -0.13 0.00 -0.08 0.006
C -1.3319 -2.7317 2.9506 -0.01 -0.04 -0.08 -0.001
C -0.3981 -3.8265 0.8890 -0.01 -0.08 -0.11 -0.005
C 0.7990 -4.2717 1.6857 -0.11 0.06 0.03 0.000
C -0.4761 -4.1409 -0.4691 -0.17 0.06 0.00 0.003
C 0.5786 -5.0057 -1.1119 -0.11 0.07 0.07 0.000
C -1.5281 -3.6443 -1.2413 0.13 -0.07 0.16 -0.004
C -1.5469 -3.8581 -2.7328 0.01 0.02 0.13 -0.005
H -3.4368 -1.5859 -2.0471 -0.13 0.11 -0.13 0.010
H -4.5908 -2.2497 -0.8731 -0.05 0.03 0.00 -0.003
H -4.0023 -3.2631 -2.1795 -0.03 -0.01 -0.06 0.003
H -4.2950 -2.2554 1.8255 -0.07 0.04 0.04 0.005
H -3.9374 -1.0200 0.6080 -0.09 0.08 0.00 -0.006
H -3.0266 -1.0445 2.0930 -0.08 0.04 0.07 -0.005
H -0.7719 -1.8048 3.0781 0.09 0.11 0.16 0.000
H -0.8323 -3.5165 3.5128 0.04 -0.01 0.05 0.000
H -2.3247 -2.6039 3.3755 -0.03 0.03 0.05 0.000
H 0.6659 -5.2830 2.0836 0.06 -0.07 0.03 0.000
H 0.9821 -3.5850 2.5038 0.10 0.03 0.06 0.000
H 1.6872 -4.2570 1.0612 0.13 -0.05 0.02 0.000
H 0.1556 -5.6026 -1.9182 0.04 -0.01 -0.06 0.000
H 1.0179 -5.6915 -0.3914 0.06 -0.02 0.00 0.000
H 1.3734 -4.3810 -1.5217 0.17 -0.04 -0.10 0.000
H -2.0903 -4.7695 -3.0021 -0.01 -0.01 -0.12 0.000
H -0.5348 -3.9306 -3.1204 0.04 -0.05 -0.10 -0.001
H -2.0207 -3.0108 -3.2201 -0.05 0.00 -0.14 0.005
N 1.6906 -1.1740 1.5511 -0.33 -0.62 -0.78 0.000
C 2.1710 -0.4775 2.5460 0.14 -0.04 0.21 0.000
C 3.4984 -0.7397 3.0383 0.34 -0.12 -0.09 0.000
C 4.0497 -0.1019 4.1045 0.08 -0.11 -0.04 0.000
C 3.3070 0.8699 4.7782 0.14 0.32 0.46 0.000
C 2.0420 1.1793 4.3206 -0.04 0.09 0.12 0.000
C 1.4208 0.5665 3.2299 0.69 -0.17 0.26 0.001
C 0.1159 1.0218 2.7731 -0.52 0.16 -0.18 0.000
C -0.6411 2.0066 3.4376 0.25 -0.09 0.10 -0.002
C -1.8388 2.4678 2.9316 -0.22 0.13 0.07 0.013
C -2.3575 1.9781 1.7437 -0.19 0.00 -0.15 -0.014
C -1.6403 0.9982 1.0769 -0.39 0.31 0.32 -0.051
C -0.4566 0.5191 1.5913 0.08 -0.05 -0.01 0.001
H 2.3902 -1.8331 1.2048 -0.01 0.18 0.16 0.000
H 0.0729 -0.2753 1.0929 0.19 -0.08 -0.01 0.005
H 4.0732 -1.4845 2.4895 -0.05 0.04 0.05 0.000
H 5.0619 -0.3413 4.4216 -0.03 0.00 -0.01 0.000
H 3.7364 1.3896 5.6276 -0.09 0.06 -0.01 0.000
H 1.5236 1.9675 4.8520 -0.08 0.03 -0.03 0.000
H -0.2991 2.4391 4.3687 0.08 -0.03 -0.01 0.000
H -2.3761 3.2357 3.4780 -0.03 0.01 0.00 0.000
H -3.2979 2.3454 1.3536 -0.01 0.05 -0.08 0.009
H -2.0114 0.5917 0.1466 -0.43 0.00 0.12 0.039
C 0.3908 3.6960 0.1218 0.52 -0.21 -0.41 0.000
Si 1.8919 3.1922 -0.9250 -0.03 0.72 -0.04 -0.002
C 1.7859 4.2867 -2.5185 0.13 -0.30 0.53 -0.005
C 3.4124 3.7003 0.1408 -0.40 -0.24 -0.48 0.000
N 1.8317 1.5630 -1.3696 0.36 0.82 0.38 0.000
C 2.7957 0.8898 -1.9854 -0.12 0.08 0.08 0.000
C 4.0006 1.4492 -2.4807 0.02 -0.01 -0.03 0.000
C 4.9608 0.7141 -3.1299 0.31 -0.12 -0.15 0.000
C 4.8054 -0.6507 -3.3247 0.22 -0.05 -0.12 0.000
C 3.6400 -1.2481 -2.8601 -0.19 -0.14 0.05 0.000
C 2.6790 -0.4971 -2.2330 0.32 -0.39 -0.26 -0.001
F 1.5239 -1.1443 -1.8510 0.64 -0.21 -0.13 -0.001
H 0.3673 4.7774 0.2225 0.03 0.29 -0.02 -0.003
H 0.4520 3.2773 1.1177 0.01 -0.20 0.30 0.002
H -0.5563 3.3884 -0.3071 -0.25 -0.07 -0.14 0.004
H 1.5190 5.3220 -2.3293 -0.04 0.26 0.14 0.000
H 1.0150 3.8596 -3.1559 -0.17 -0.09 -0.10 0.004
H 2.7098 4.2764 -3.0904 0.21 -0.02 -0.10 0.000
H 3.3446 4.7069 0.5446 -0.15 0.23 0.03 0.000
H 4.3568 3.6167 -0.3894 0.16 -0.02 -0.13 0.000
H 3.4544 3.0084 0.9763 0.00 -0.18 0.25 0.000
H 4.1410 2.5074 -2.3410 0.07 0.21 0.00 0.000
H 5.8518 1.2125 -3.4965 0.05 0.01 0.01 0.000
H 5.5637 -1.2335 -3.8293 0.02 -0.06 -0.01 0.000
H 3.4727 -2.3090 -2.9873 -0.08 -0.09 -0.01 0.000
O -2.2462 0.3582 -2.5553 -1.28 -0.32 -0.96 0.083
N -3.0166 1.4282 -2.3793 -0.61 0.48 0.18 0.278
C -2.5158 2.7056 -2.5144 0.40 -0.09 -0.17 0.166
C -3.2956 3.7996 -2.3407 -0.38 0.25 0.04 -0.080
C -4.6704 3.6759 -2.0157 -0.02 0.09 0.04 0.410
C -5.1687 2.3620 -1.8898 -0.10 0.30 0.00 -0.093
C -4.3572 1.2898 -2.0623 -0.04 -0.53 -0.10 0.142
H -1.4720 2.7565 -2.7800 0.11 0.01 -0.04 -0.008
H -2.8623 4.7831 -2.4613 0.17 -0.01 0.00 -0.004
H -5.3039 4.5345 -1.8717 -0.04 0.13 0.02 0.055
H -6.2159 2.1975 -1.6612 0.04 -0.11 0.03 -0.007
H -4.6946 0.2695 -1.9936 0.00 -0.09 0.02 0.053